{"formula": "C15H36BrN5O6P", "method": "ωB97M-V/def2-TZVPD", "symbols": ["N", "P", "O", "C", "C", "Br", "N", "C", "N", "O", "H", "H", "H", "H", "H", "H", "C", "O", "C", "C", "N", "C", "C", "O", "C", "H", "H", "H", "H", "H", "H", "H", "H", "H", "H", "H", "H", "H", "H", "H", "C", "O", "C", "C", "N", "C", "C", "O", "C", "H", "H", "H", "H", "H", "H", "H", "H", "H", "H", "H", "H", "H", "H", "H"], "positions_angstrom": [[3.105, 1.221, 1.988], [2.808, 2.899, 1.921], [3.101, 3.083, 0.319], [0.949, 2.901, 1.924], [0.194, 3.914, 2.439], [0.727, 5.486, 3.236], [-1.129, 3.599, 2.264], [-1.219, 2.425, 1.636], [0.012, 2.001, 1.439], [0.343, 0.848, 0.805], [3.374, 0.958, 2.932], [3.912, 1.027, 1.399], [3.374, 3.997, 0.162], [-1.916, 4.165, 2.548], [-2.107, 1.903, 1.311], [-0.145, 0.113, 1.256], [-3.511, 2.423, -5.536], [-2.818, 1.372, -4.889], [-1.561, 1.051, -5.472], [-0.434, 1.386, -4.521], [-0.304, 2.826, -4.351], [0.603, 3.234, -3.289], [0.241, 2.852, -1.859], [-0.923, 3.504, -1.359], [-2.150, 2.870, -1.675], [-4.493, 2.495, -5.073], [-2.998, 3.385, -5.428], [-3.642, 2.214, -6.602], [-1.431, 1.569, -6.426], [-1.549, -0.025, -5.667], [0.504, 0.989, -4.920], [-0.642, 0.865, -3.574], [-1.220, 3.218, -4.172], [0.687, 4.323, -3.330], [1.598, 2.832, -3.506], [1.063, 3.175, -1.217], [0.149, 1.768, -1.728], [-2.040, 1.782, -1.736], [-2.575, 3.232, -2.613], [-2.864, 3.112, -0.884], [2.836, -5.009, 4.166], [2.365, -5.303, 2.865], [1.210, -6.134, 2.832], [0.024, -5.373, 2.284], [-0.400, -4.331, 3.211], [-1.391, -3.408, 2.680], [-0.991, -2.534, 1.498], [0.013, -1.565, 1.807], [1.362, -2.023, 1.706], [3.775, -4.471, 4.055], [2.134, -4.383, 4.730], [3.023, -5.923, 4.737], [0.990, -6.532, 3.826], [1.423, -6.976, 2.170], [-0.806, -6.066, 2.123], [0.320, -4.970, 1.304], [0.415, -3.809, 3.507], [-1.693, -2.747, 3.496], [-2.279, -3.979, 2.391], [-1.876, -1.966, 1.197], [-0.683, -3.118, 0.626], [1.462, -2.781, 0.929], [1.716, -2.429, 2.655], [1.979, -1.163, 1.452]], "homo_energy_ev": -10.7917, "energy_ev": -115196.169, "molar_mass_g_mol": 493.360, "total_charge": 1, "lumo_energy_ev": -2.73}



{"formula": "C15H37B2NO9P", "method": "ωB97M-V/def2-TZVPD", "symbols": ["C", "C", "C", "C", "O", "B", "B", "O", "O", "C", "C", "P", "N", "O", "O", "O", "H", "H", "H", "H", "H", "H", "H", "H", "H", "H", "H", "H", "H", "C", "C", "C", "O", "H", "H", "H", "H", "H", "H", "H", "H", "C", "C", "C", "O", "H", "H", "H", "H", "H", "H", "H", "H", "C", "C", "C", "O", "H", "H", "H", "H", "H", "H", "H", "H"], "positions_angstrom": [[-1.750, -5.215, -1.410], [-2.494, -4.305, -1.763], [-3.378, -3.057, -2.081], [-3.081, -2.344, -3.497], [-3.422, -0.988, -3.155], [-3.133, -0.667, -1.741], [-4.258, 0.184, -0.837], [-3.842, 1.384, -0.116], [-5.633, -0.180, -0.642], [-6.310, -0.456, -1.883], [-6.232, 0.702, -2.969], [-1.279, -0.026, -1.821], [-0.445, -0.878, -0.735], [-1.107, 1.648, -1.532], [-0.528, -0.355, -3.340], [-3.009, -2.029, -1.140], [-1.168, -6.033, -0.916], [-4.496, -3.289, -2.176], [-3.829, -2.729, -4.254], [-2.009, -2.478, -3.871], [-3.246, 1.028, 0.577], [-7.421, -0.589, -1.632], [-5.973, -1.474, -2.264], [-5.512, 0.369, -3.771], [-7.261, 0.750, -3.470], [-6.040, 1.732, -2.553], [-0.038, -0.172, -0.094], [-0.165, 1.747, -1.255], [-0.312, 0.501, -3.769], [0.147, 1.518, 3.899], [0.957, 1.863, 2.659], [1.345, 3.334, 2.643], [0.193, 1.560, 1.495], [-0.784, 2.094, 3.929], [-0.134, 0.462, 3.892], [0.714, 1.724, 4.811], [1.858, 1.246, 2.625], [0.455, 3.972, 2.631], [1.916, 3.571, 1.742], [1.947, 3.594, 3.516], [-0.607, 2.101, 1.514], [5.449, 6.609, 4.084], [4.311, 6.095, 4.952], [4.825, 5.572, 6.285], [3.623, 5.053, 4.265], [6.160, 5.808, 3.859], [5.068, 6.972, 3.127], [5.986, 7.423, 4.577], [3.591, 6.899, 5.127], [5.514, 4.735, 6.135], [3.999, 5.196, 6.893], [5.343, 6.354, 6.844], [4.252, 4.336, 4.106], [3.343, -6.984, -3.018], [2.196, -6.094, -3.471], [2.571, -4.622, -3.389], [1.055, -6.337, -2.654], [3.607, -6.780, -1.976], [3.056, -8.038, -3.072], [4.230, -6.832, -3.639], [1.919, -6.345, -4.498], [2.809, -4.337, -2.359], [1.735, -3.995, -3.706], [3.436, -4.399, -4.020], [1.288, -6.117, -1.743]], "homo_energy_ev": -3.8565, "energy_ev": -46716.033, "molar_mass_g_mol": 428.057, "total_charge": -1, "lumo_energy_ev": 2.10}